C52H55N5O3P2RhS3 as an isolated structure. Source: OMol25; level of theory: the ωB97M-V functional and the def2-TZVPD basis.

Computed properties:
**HOMO-LUMO gap**: 8.1 eV
**Charge**: +1
**Energy**: -122500.9985 eV
**HOMO energy**: -10.54 eV
**E_LUMO**: -2.410 eV
**Spin multiplicity**: 1

Geometry (Å):
Rh 0.035 0.016 -0.114
C -2.569 3.102 3.449
C -3.327 1.796 3.260
N -2.528 0.595 3.512
C -2.497 0.082 4.892
C -1.251 0.523 5.648
C -1.780 0.020 2.573
S -1.819 0.810 1.020
N -1.126 -1.081 2.942
C -0.379 -1.875 2.197
O 0.024 -1.726 1.010
C 0.106 -3.114 2.880
C 0.979 -3.969 2.212
C 1.474 -5.096 2.847
C 1.106 -5.373 4.157
C 0.242 -4.520 4.830
C -0.256 -3.394 4.195
H -3.200 3.930 3.127
H -1.645 3.104 2.871
H -2.308 3.260 4.495
H -3.738 1.732 2.252
H -4.171 1.747 3.947
H -2.555 -1.003 4.853
H -3.398 0.449 5.382
H -0.356 0.285 5.075
H -1.200 0.010 6.609
H -1.254 1.596 5.834
H 1.278 -3.732 1.200
H 2.153 -5.757 2.324
H 1.495 -6.252 4.654
H -0.043 -4.733 5.852
H -0.924 -2.718 4.711
C 4.783 -1.560 6.446
C 4.053 -0.728 5.430
C 4.619 0.439 4.926
C 3.943 1.227 4.006
C 2.682 0.837 3.587
C 2.092 -0.318 4.083
C 2.778 -1.096 4.996
S 1.789 1.804 2.411
O 0.472 2.054 2.937
O 2.617 2.922 2.039
N 1.575 0.820 1.152
C 2.581 0.405 0.331
C 3.957 0.663 0.372
C 4.733 0.181 -0.657
C 4.159 -0.523 -1.718
C 2.799 -0.734 -1.698
N 2.039 -0.310 -0.683
H 5.863 -1.475 6.325
H 4.507 -2.611 6.367
H 4.537 -1.228 7.457
H 5.607 0.737 5.258
H 4.381 2.136 3.615
H 1.097 -0.597 3.763
H 2.319 -2.002 5.375
H 4.377 1.251 1.174
H 5.799 0.370 -0.649
H 4.753 -0.891 -2.540
H 2.296 -1.263 -2.490
C -1.474 0.404 -7.373
S -3.161 -0.098 -6.978
C -3.046 -0.141 -5.177
C -2.950 1.228 -4.519
C -2.822 1.148 -3.002
N -1.489 0.698 -2.526
P -0.348 1.637 -1.632
C -0.975 3.257 -1.188
C -1.435 4.138 -2.173
C -1.773 5.434 -1.829
C -1.623 5.863 -0.514
C -1.123 5.006 0.453
C -0.798 3.698 0.122
C 1.005 2.050 -2.753
C 0.919 1.917 -4.133
C 1.984 2.304 -4.935
C 3.131 2.829 -4.359
C 3.210 2.988 -2.981
C 2.150 2.604 -2.178
P -1.193 -0.805 -1.776
C -0.146 -1.840 -2.821
C 0.272 -1.491 -4.098
C 1.148 -2.317 -4.791
C 1.606 -3.488 -4.206
C 1.190 -3.840 -2.926
C 0.320 -3.018 -2.231
C -2.714 -1.765 -1.620
C -3.606 -1.598 -0.562
C -4.769 -2.349 -0.507
C -5.058 -3.268 -1.506
C -4.176 -3.440 -2.564
C -3.008 -2.698 -2.621
H -1.376 0.366 -8.456
H -0.756 -0.292 -6.936
H -1.262 1.421 -7.044
H -2.198 -0.772 -4.907
H -3.947 -0.654 -4.834
H -3.844 1.802 -4.773
H -2.098 1.787 -4.914
H -3.577 0.474 -2.592
H -3.016 2.124 -2.562
H -1.497 3.825 -3.209
H -2.135 6.116 -2.586
H -1.881 6.881 -0.251
H -0.978 5.350 1.468
H -0.400 3.029 0.875
H 0.020 1.516 -4.582
H 1.916 2.199 -6.011
H 3.961 3.128 -4.986
H 4.098 3.411 -2.531
H 2.210 2.745 -1.103
H -0.072 -0.569 -4.544
H 1.477 -2.042 -5.785
H 2.290 -4.130 -4.746
H 1.553 -4.751 -2.469
H 0.012 -3.272 -1.222
H -3.389 -0.882 0.219
H -5.450 -2.217 0.323
H -5.966 -3.853 -1.458
H -4.392 -4.158 -3.344
H -2.326 -2.855 -3.446

=====

C24H72B2F8O12RbS12 as an isolated structure at a distorted geometry. Source: OMol25; level of theory: the ωB97M-V functional and the def2-TZVPD basis.

Computed properties:
**HOMO-LUMO gap**: 7.5 eV
**Charge**: -1
**Energy**: -204400.8385 eV
**HOMO energy**: -6.47 eV
**E_LUMO**: 1.044 eV
**Spin multiplicity**: 1

Geometry (Å):
Rb -0.906 0.154 -1.710
B 1.025 -1.279 -3.574
F -0.185 -0.980 -4.231
F 0.865 -2.235 -2.577
F 2.092 -1.690 -4.441
F 1.385 -0.064 -3.131
B 0.591 -0.060 1.228
F 0.553 1.075 0.533
F 1.767 -0.173 1.868
F -0.352 -0.021 2.133
F 0.435 -1.175 0.387
C 0.922 7.613 -0.214
S -0.111 6.118 -0.083
O 0.596 5.275 0.979
C -1.646 6.685 0.802
H 0.225 8.389 -0.530
H 1.716 7.659 -0.959
H 1.418 7.971 0.687
H -2.372 5.895 0.610
H -1.869 7.657 0.362
H -1.549 6.763 1.885
C 0.135 -6.391 3.561
S 0.190 -5.819 1.835
O -0.941 -6.439 1.051
C -0.110 -4.010 2.033
H 0.351 -7.458 3.514
H -0.903 -6.237 3.856
H 0.711 -5.895 4.343
H 0.421 -3.617 2.900
H -1.156 -3.781 2.239
H 0.312 -3.512 1.160
C -4.550 3.960 -2.226
S -2.731 3.828 -1.935
O -2.214 2.593 -2.556
C -2.119 5.090 -3.136
H -4.901 4.963 -1.985
H -5.064 3.246 -1.583
H -4.668 3.870 -3.306
H -1.040 5.216 -3.046
H -2.408 6.127 -2.962
H -2.211 4.879 -4.201
C 2.167 3.554 4.087
S 3.396 3.667 5.436
O 2.892 2.747 6.488
C 4.813 2.635 4.787
H 1.185 3.900 4.411
H 2.185 2.497 3.824
H 2.531 4.251 3.332
H 5.673 2.394 5.413
H 5.174 3.090 3.865
H 4.381 1.664 4.548
C -1.632 -4.204 -3.664
S -1.635 -5.205 -2.104
O -2.644 -4.441 -1.207
C -2.476 -6.677 -2.781
H -2.356 -4.389 -4.458
H -0.635 -4.190 -4.103
H -1.949 -3.267 -3.206
H -2.486 -7.443 -2.005
H -1.932 -6.848 -3.709
H -3.531 -6.458 -2.948
C -5.073 -2.369 0.804
S -5.960 -2.694 2.375
O -5.290 -1.910 3.427
C -7.404 -1.646 2.023
H -4.030 -2.672 0.897
H -5.223 -1.347 0.455
H -5.502 -3.042 0.062
H -7.105 -0.630 2.280
H -8.168 -1.839 2.777
H -7.804 -1.650 1.009
C -3.550 -4.565 6.133
S -1.914 -3.704 6.297
O -0.845 -4.745 5.943
C -2.271 -2.586 4.883
H -3.431 -5.547 6.590
H -3.977 -4.776 5.152
H -4.297 -3.963 6.652
H -3.021 -1.850 5.172
H -2.554 -3.104 3.967
H -1.348 -2.049 4.660
C 3.305 -4.739 -3.024
S 2.492 -6.331 -2.646
O 3.538 -7.437 -2.368
C 1.629 -5.611 -1.165
H 3.831 -4.233 -2.213
H 2.576 -4.068 -3.478
H 4.093 -4.969 -3.741
H 0.908 -6.338 -0.791
H 1.220 -4.637 -1.433
H 2.292 -5.330 -0.347
C 3.040 2.719 -5.634
S 1.577 3.701 -5.988
O 0.924 3.048 -7.239
C 0.474 3.097 -4.595
H 3.644 3.214 -4.875
H 3.639 2.750 -6.544
H 2.923 1.657 -5.419
H 0.431 3.664 -3.665
H 0.307 2.030 -4.452
H -0.501 3.281 -5.045
C 4.573 2.468 -1.185
S 4.961 4.204 -1.616
O 5.330 4.159 -3.135
C 3.258 4.877 -1.528
H 3.796 2.069 -1.836
H 4.155 2.451 -0.179
H 5.470 1.865 -1.333
H 3.212 5.957 -1.391
H 2.807 4.401 -0.657
H 2.543 4.673 -2.325
C -3.322 1.372 2.221
S -3.113 3.212 1.822
O -4.121 3.894 2.711
C -1.554 3.392 2.776
H -4.366 1.090 2.081
H -3.305 1.247 3.304
H -2.679 0.662 1.700
H -1.431 4.475 2.781
H -0.596 3.032 2.399
H -1.609 3.005 3.793
C 4.702 -1.451 -2.682
S 5.560 -1.980 -1.073
O 6.853 -1.082 -1.104
C 4.385 -1.165 0.088
H 3.779 -1.982 -2.915
H 5.392 -1.667 -3.498
H 4.473 -0.389 -2.776
H 4.887 -1.157 1.056
H 3.462 -1.727 0.231
H 4.100 -0.156 -0.209

=====

C5H12Cl3N2P as an isolated structure at a distorted geometry. Source: OMol25; level of theory: the ωB97M-V functional and the def2-TZVPD basis.

Computed properties:
**HOMO-LUMO gap**: 8.1 eV
**Charge**: 0
**Energy**: -55214.2738 eV
**HOMO energy**: -7.67 eV
**E_LUMO**: 0.415 eV
**Spin multiplicity**: 1

Geometry (Å):
C 3.068 -0.038 -0.898
C -0.980 -1.694 0.602
C 0.695 -2.276 -1.075
C 0.214 2.333 1.343
C -0.569 1.602 -0.815
N 0.131 -1.251 -0.220
N -0.041 1.196 0.478
P 1.128 -0.037 0.352
Cl 3.649 1.570 -0.559
Cl 4.008 -1.190 0.000
Cl 1.444 -0.437 2.286
H -1.741 -2.137 -0.042
H -0.679 -2.433 1.348
H -1.409 -0.834 1.112
H -0.054 -2.573 -1.816
H 1.563 -1.862 -1.588
H 0.998 -3.165 -0.512
H 0.933 3.039 0.915
H -0.733 2.855 1.499
H 0.584 1.992 2.308
H -0.649 0.729 -1.460
H -1.564 2.029 -0.667
H 0.065 2.347 -1.304

=====

The molecule C4H6O2 at a distorted geometry. Source: OMol25; level of theory: the ωB97M-V functional and the def2-TZVPD basis.

Computed properties:
**HOMO-LUMO gap**: 10.6 eV
**Charge**: 0
**Energy**: -8336.1806 eV
**HOMO energy**: -9.81 eV
**E_LUMO**: 0.756 eV
**Spin multiplicity**: 1

Geometry (Å):
O -0.225 0.765 -1.804
C -0.134 0.801 -0.411
C -0.837 -0.133 0.625
C 0.129 -1.296 0.376
C 0.945 -0.034 0.223
O 0.112 0.404 1.583
H -0.345 1.675 -2.098
H -0.149 1.819 -0.006
H -1.908 -0.188 0.828
H 0.406 -1.829 1.297
H 0.012 -1.960 -0.475
H 1.994 -0.025 -0.138

=====

A 9-piece molecular cluster, H18O9 overall. Source: OMol25; level of theory: the ωB97M-V functional and the def2-TZVPD basis.

Computed properties:
**HOMO-LUMO gap**: 10.8 eV
**Charge**: 0
**Energy**: -18719.4566 eV
**HOMO energy**: -10.86 eV
**E_LUMO**: -0.017 eV
**SMILES**: O.O.O.O.O.O.O.O.O
**Spin multiplicity**: 1

Geometry (Å):
O -0.071 -3.919 -0.125
H -0.795 -3.320 0.060
H -0.440 -4.791 0.015
O 1.603 3.166 2.631
H 1.335 2.505 1.993
H 0.856 3.761 2.689
O -1.715 -3.163 4.643
H -1.505 -3.362 5.555
H -1.666 -2.208 4.589
O -3.178 -2.281 0.743
H -3.382 -2.585 1.627
H -3.993 -1.886 0.431
O 0.510 0.007 1.072
H 0.108 -0.862 1.046
H 1.137 0.002 0.348
O -1.480 2.659 -0.275
H -1.331 1.736 -0.067
H -1.131 2.765 -1.160
O 2.568 -0.617 -2.136
H 1.967 -1.228 -2.563
H 3.437 -0.985 -2.294
O -0.413 1.449 -3.440
H 0.134 0.664 -3.446
H -0.344 1.797 -4.329
O 2.835 3.853 -2.422
H 2.187 3.875 -3.126
H 2.766 2.970 -2.059

=====

A 2-piece molecular cluster, C54H64N3 overall at a distorted geometry. Source: OMol25; level of theory: the ωB97M-V functional and the def2-TZVPD basis.

Computed properties:
**HOMO-LUMO gap**: 3.6 eV
**Charge**: +1
**Energy**: -61499.0656 eV
**HOMO energy**: -8.29 eV
**E_LUMO**: -4.694 eV
**Spin multiplicity**: 1

Geometry (Å):
C 4.530 -1.903 3.698
N 3.157 -2.279 3.414
C 2.213 -1.516 2.800
C 0.956 -2.169 2.845
C -0.267 -1.629 2.416
C -1.513 -2.366 2.614
C -1.748 -3.578 1.922
C -2.896 -4.332 2.139
C -3.855 -3.892 3.065
C -3.643 -2.705 3.778
C -2.497 -1.946 3.552
C 1.218 -3.462 3.517
C 0.436 -4.505 3.992
C 1.052 -5.629 4.570
C 2.436 -5.651 4.817
C 3.220 -4.532 4.492
C 2.592 -3.485 3.826
H 5.137 -2.802 3.835
H 4.933 -1.322 2.863
H 4.610 -1.310 4.620
H 2.411 -0.505 2.457
H -0.280 -0.557 2.203
H -0.976 -3.924 1.233
H -3.041 -5.266 1.593
H -4.767 -4.470 3.221
H -4.378 -2.359 4.511
H -2.308 -1.026 4.113
H -0.644 -4.441 3.915
H 0.444 -6.492 4.838
H 2.902 -6.526 5.274
H 4.277 -4.451 4.733
C -0.306 -0.342 -4.571
C -0.878 -1.559 -3.857
C -2.370 -1.365 -3.580
C -0.721 -2.752 -4.815
C -0.147 -1.925 -2.538
C -0.571 -3.101 -1.911
C 0.206 -3.699 -0.925
C 1.439 -3.151 -0.577
C 1.913 -1.990 -1.192
C 3.435 -1.683 -1.169
C 3.746 -0.375 -0.467
C 3.956 -1.687 -2.607
C 4.219 -2.749 -0.399
C 0.935 -1.225 -1.932
N 0.838 0.203 -1.802
C -0.172 0.845 -1.090
C -1.078 0.226 -0.238
C -2.400 0.778 -0.014
C -3.047 1.592 -0.984
C -4.189 2.315 -0.655
C -4.771 2.169 0.613
C -4.233 1.260 1.526
C -3.072 0.559 1.211
N 0.046 2.208 -1.243
C -0.629 3.291 -0.574
C -0.620 3.361 0.846
C 0.546 2.915 1.784
C -0.022 2.467 3.137
C 1.481 4.131 1.948
C 1.432 1.800 1.272
C -1.627 4.109 1.479
C -2.266 5.118 0.781
C -1.972 5.292 -0.562
C -1.283 4.328 -1.305
C -1.270 4.638 -2.842
C -2.579 5.337 -3.274
C -1.134 3.438 -3.763
C -0.133 5.636 -3.088
C 1.207 2.382 -1.996
C 1.663 1.172 -2.361
H 0.773 -0.445 -4.735
H -0.779 -0.253 -5.560
H -0.508 0.591 -4.040
H -2.837 -2.296 -3.241
H -2.543 -0.609 -2.806
H -2.888 -1.050 -4.495
H -1.169 -3.663 -4.404
H -1.196 -2.547 -5.781
H 0.342 -2.952 -4.996
H -1.514 -3.566 -2.205
H -0.125 -4.631 -0.461
H 2.041 -3.672 0.169
H 3.238 -0.346 0.502
H 4.826 -0.291 -0.284
H 3.444 0.492 -1.051
H 3.785 -2.673 -3.057
H 3.451 -0.944 -3.231
H 5.033 -1.480 -2.622
H 4.090 -3.749 -0.829
H 5.291 -2.514 -0.432
H 3.926 -2.761 0.656
H -0.813 -0.749 0.157
H -2.628 1.625 -1.991
H -4.619 3.003 -1.387
H -5.649 2.759 0.877
H -4.712 1.110 2.497
H -2.651 -0.181 1.894
H -0.898 1.820 2.985
H 0.721 1.884 3.704
H -0.306 3.327 3.754
H 1.848 4.451 0.961
H 0.966 4.984 2.405
H 2.358 3.881 2.561
H 1.929 2.072 0.338
H 2.225 1.626 2.017
H 0.884 0.860 1.146
H -1.861 3.980 2.537
H -2.957 5.794 1.283
H -2.334 6.197 -1.047
H -2.640 6.374 -2.927
H -2.639 5.381 -4.370
H -3.466 4.800 -2.918
H -0.143 2.989 -3.723
H -1.897 2.680 -3.559
H -1.279 3.772 -4.801
H 0.839 5.229 -2.790
H -0.072 5.917 -4.146
H -0.296 6.552 -2.507
H 1.604 3.363 -2.202
H 2.518 0.921 -2.973

=====

An isolated ion of composition C6H9ClN5 and charge +1 at a distorted geometry. Source: OMol25; level of theory: the ωB97M-V functional and the def2-TZVPD basis.

Computed properties:
**HOMO-LUMO gap**: 9.1 eV
**Charge**: +1
**Energy**: -26334.4224 eV
**HOMO energy**: -12.22 eV
**E_LUMO**: -3.137 eV
**SMILES**: [H]/N=C(\Cl)c1[nH]ccc1NC(N)=[NH2+]
**Spin multiplicity**: 1

Geometry (Å):
H 0.268 3.113 0.836
N 0.115 2.048 0.743
C -0.103 1.766 -0.450
Cl -0.551 2.917 -1.715
C 0.073 0.452 -1.106
N 0.041 0.260 -2.495
C 0.477 -0.975 -2.746
C 0.772 -1.620 -1.561
C 0.566 -0.741 -0.484
N 0.767 -0.953 0.937
C -0.253 -0.591 1.773
N -1.456 -1.040 1.610
N 0.082 0.125 2.887
H -0.345 0.963 -3.184
H 0.415 -1.482 -3.736
H 1.309 -2.485 -1.525
H 1.716 -0.752 1.189
H -2.270 -0.582 2.024
H -1.788 -1.535 0.677
H 0.883 0.585 2.945
H -0.719 0.524 3.382

=====

C9H12N2O4SSn as an isolated structure at a distorted geometry. Source: OMol25; level of theory: the ωB97M-V functional and the def2-TZVPD basis.

Computed properties:
**HOMO-LUMO gap**: 7.6 eV
**Charge**: +2
**Energy**: -37344.9987 eV
**HOMO energy**: -15.80 eV
**E_LUMO**: -8.150 eV
**Spin multiplicity**: 1

Geometry (Å):
Sn -0.033 0.024 0.665
O 0.019 3.731 0.297
C -0.013 2.622 0.011
C -0.025 -2.599 0.189
O -0.013 -3.728 0.349
C 2.547 0.004 -0.072
O 3.677 0.016 0.090
C -2.575 0.025 0.018
O -3.716 -0.041 0.123
C 0.003 0.656 -2.774
H -0.946 1.226 -2.698
H 0.945 1.234 -2.670
C 0.005 -0.677 -2.784
H 0.948 -1.253 -2.695
H -0.942 -1.250 -2.726
C -2.911 0.710 4.837
N -2.249 0.590 3.523
C -1.234 -0.315 3.324
S 0.457 0.284 3.060
N -1.444 -1.624 3.479
C -2.716 -2.249 3.853
H -2.468 0.054 5.584
H -3.964 0.466 4.728
H -2.827 1.738 5.180
H -2.042 1.527 3.152
H -0.664 -2.264 3.279
H -2.944 -3.074 3.179
H -2.674 -2.570 4.900
H -3.522 -1.532 3.747

=====

C4H7EuO3 as an isolated structure at a distorted geometry. Source: OMol25; level of theory: the ωB97M-V functional and the def2-TZVPD basis.

Computed properties:
**HOMO-LUMO gap (alpha / beta)**: 6.8 / 6.9 eV
**Charge**: +1
**Energy**: -29723.8406 eV
**HOMO energy (alpha / beta)**: -11.31 / -11.29 eV
**E_LUMO (alpha / beta)**: -4.533 / -4.399 eV
**Spin multiplicity**: 8

Geometry (Å):
H 0.394 -0.698 -3.022
O -1.158 -0.092 0.294
C 0.059 0.060 0.767
O 1.074 -0.410 0.272
O 0.033 0.809 1.831
C 1.283 1.200 2.410
H 1.850 0.312 2.711
H 1.860 1.790 1.688
H 1.023 1.806 3.282
C -1.359 -0.855 -0.869
H -1.496 -1.918 -0.670
C -1.620 -0.237 -2.040
H -1.710 0.850 -2.085
H -1.977 -0.851 -2.869
Eu 1.745 -1.765 -1.701

=====

Which value of energy does entry 2 give?
-204400.8385 eV